Molecular formula: CBrClF3N
Method: DFT, ωB97M-V with the def2-TZVPD basis set

```
7
Properties=species:S:1:pos:R:3:forces:R:3
C 0.50557 1.21004 -0.10376 -1.008 0.654 1.044
N -1.09767 -1.44171 0.30513 -0.325 1.046 -0.488
F 1.33669 1.05366 -1.11013 0.092 0.348 0.566
F -0.28360 2.29122 -0.23927 0.752 -0.831 -0.305
F 1.06607 1.26317 1.11646 0.155 -0.206 -1.270
Cl -0.84417 -2.52034 1.53782 0.312 -0.502 -0.619
Br -0.68289 -1.85604 -1.50625 0.023 -0.510 1.072
```
Forces are in eV/Å.

DFT total energy = -93239.39502 eV
HOMO-LUMO gap (spin up / spin down) = 9.091 / 8.249 eV
net charge = 0
HOMO (spin up / spin down) = -10.017 / -9.860 eV
relative energy (zero: lowest compared OMol25 entry of this formula, charge and spin) = 283.8 kJ/mol
lowest unoccupied orbital energy (spin up / spin down) = -0.93 / -1.61 eV

These are the Löwdin partial charges, in e, on atoms 1 to 6: atom 1 (C): -0.410, atom 2 (N): -0.965, atom 3 (F): 0.129, atom 4 (F): 0.110, atom 5 (F): 0.110, atom 6 (Cl): 0.511


Molecular formula: CBrClFNO2
Method: DFT, ωB97M-V with the def2-TZVPD basis set

```
7
Properties=species:S:1:pos:R:3:forces:R:3
C -1.30475 -0.48313 -0.30669 0.227 -1.345 1.439
N 0.95256 0.57025 0.30637 -1.414 -0.370 -0.213
O 1.82778 -0.21249 0.17814 0.462 0.244 0.129
O 0.83728 1.68140 0.70796 0.464 -0.198 -0.023
F -1.01029 -1.03281 -1.46297 -0.187 0.662 -0.319
Cl -1.81436 -1.72903 0.83215 0.658 0.084 -0.268
Br -2.43312 0.96141 -0.12083 -0.209 0.922 -0.744
```
Forces are in eV/Å.

DFT total energy = -91898.90904 eV
HOMO-LUMO gap (spin up / spin down) = 9.163 / 7.859 eV
net charge = 0
HOMO (spin up / spin down) = -10.186 / -9.235 eV
relative energy (zero: lowest compared OMol25 entry of this formula, charge and spin) = 195.0 kJ/mol
lowest unoccupied orbital energy (spin up / spin down) = -1.02 / -1.38 eV

These are the Löwdin partial charges, in e, on atoms 1 to 6: atom 1 (C): -1.232, atom 2 (N): -0.260, atom 3 (O): 0.110, atom 4 (O): 0.085, atom 5 (F): -0.034, atom 6 (Cl): 0.576


Molecular formula: CBrFO
Method: DFT, ωB97M-V with the def2-TZVPD basis set

```
4
Properties=species:S:1:pos:R:3:forces:R:3
C 0.04346 -0.15735 -0.07319 -3.588 2.035 4.418
O -1.20727 0.99786 1.15624 2.217 -2.012 -2.304
F 0.42472 -1.21421 0.52938 0.508 0.079 -0.957
Br 0.73909 0.37371 -1.61242 0.863 -0.102 -1.158
```
Forces are in eV/Å.

DFT total energy = -75836.72583 eV
HOMO-LUMO gap (spin up / spin down) = 8.128 / 8.351 eV
net charge = 0
HOMO (spin up / spin down) = -9.729 / -9.935 eV
relative energy (zero: lowest compared OMol25 entry of this formula, charge and spin) = 705.9 kJ/mol
lowest unoccupied orbital energy (spin up / spin down) = -1.60 / -1.58 eV

Here is what Löwdin gives for the atomic charges, in e: atom 1 (C): -0.675, atom 2 (O): -0.307, atom 3 (F): 0.067, atom 4 (Br): 0.914


Molecular formula: CBrNO3
Method: DFT, ωB97M-V with the def2-TZVPD basis set

```
6
Properties=species:S:1:pos:R:3:forces:R:3
C 1.20250 0.80477 -0.06209 0.673 0.161 -1.413
N -1.33777 -1.63787 1.12698 1.230 -0.424 0.674
O 1.40771 1.62448 0.69578 -0.009 1.678 2.553
O -2.30892 -1.35301 0.61778 -0.991 -0.534 -0.204
O 1.12860 0.09623 -0.95593 -0.689 -1.838 -1.142
Br -2.77917 0.79610 -0.42744 -0.213 0.958 -0.468
```
Forces are in eV/Å.

DFT total energy = -78708.84417 eV
HOMO-LUMO gap (spin up / spin down) = 8.357 / 7.643 eV
net charge = 0
HOMO (spin up / spin down) = -9.056 / -11.038 eV
relative energy (zero: lowest compared OMol25 entry of this formula, charge and spin) = 0.0 kJ/mol
expectation value of S² = 2.01
lowest unoccupied orbital energy (spin up / spin down) = -0.70 / -3.39 eV
multiplicity = 3

Here is what Löwdin gives for the atomic charges, in e: atom 1 (C): -0.477, atom 2 (N): 0.086, atom 3 (O): 0.225, atom 4 (O): -0.304, atom 5 (O): 0.202, atom 6 (Br): 0.268


Molecular formula: CCl2FO2S
Method: DFT, ωB97M-V with the def2-TZVPD basis set

```
7
Properties=species:S:1:pos:R:3:forces:R:3
C -2.19138 -0.63729 0.41022 0.864 1.989 -2.442
O 2.33688 1.52653 -0.57963 0.171 1.337 0.119
O 3.00074 -0.41389 0.77400 2.593 -1.282 3.584
F -2.43105 -1.21406 -0.79592 -0.337 -0.879 0.946
S 2.26975 0.10494 -0.30762 -2.496 -0.182 -3.597
Cl -0.18927 -0.42335 0.35497 -0.525 -0.254 0.397
Cl -2.79568 1.05711 0.14398 -0.269 -0.728 0.992
```
Forces are in eV/Å.

DFT total energy = -43727.27938 eV
HOMO-LUMO gap (spin up / spin down) = 5.234 / 7.141 eV
net charge = -1
HOMO (spin up / spin down) = -1.719 / -5.630 eV
expectation value of S² = 2.02
lowest unoccupied orbital energy (spin up / spin down) = 3.52 / 1.51 eV
multiplicity = 3

These are the Löwdin partial charges, in e, on atoms 1 to 6: atom 1 (C): -0.845, atom 2 (O): -0.567, atom 3 (O): -0.560, atom 4 (F): -0.195, atom 5 (S): 0.460, atom 6 (Cl): 0.300


Molecular formula: CCl2Na4O11
Method: DFT, ωB97M-V with the def2-TZVPD basis set

```
18
Properties=species:S:1:pos:R:3:forces:R:3
Na 0.27541 0.21304 2.25079 7.939 -10.752 8.221
Na -2.55463 0.98252 1.52761 -6.919 0.623 -0.330
Na 2.13229 -0.64235 0.41685 2.739 -1.507 -1.622
Na -0.28176 -2.45312 -0.55141 -3.638 -3.028 4.988
Cl -0.18280 0.41268 -0.14858 -4.529 1.491 -8.607
O 0.83421 0.75865 0.68883 7.702 1.323 -1.341
O -0.41562 1.54886 -0.91669 -1.008 1.064 -0.907
O 0.17426 -0.68904 -1.04353 -0.208 3.675 8.720
O -1.36866 -0.04720 0.46283 -1.166 -5.905 -2.931
Cl 1.04625 -1.26082 -2.89345 5.009 -1.856 -2.722
O 0.28436 -0.10965 -2.93825 -1.986 1.758 -4.454
O 2.26082 -0.93043 -2.19510 1.936 0.363 1.318
O 0.47281 -2.33493 -2.09851 1.415 -2.721 -6.518
O 1.46309 -1.79752 -4.14179 -1.141 0.067 -0.611
C -0.98989 1.59888 2.91603 -6.737 5.931 4.004
O -0.82343 1.25708 1.79055 -3.063 9.615 -5.203
O -2.13210 2.18224 3.11374 -0.368 0.647 1.832
O -0.19470 1.31111 3.76014 4.023 -0.789 6.163
```
Forces are in eV/Å.

DFT total energy = -66244.79404 eV
HOMO-LUMO gap = 4.715 eV
net charge = 0
HOMO = -7.325 eV
relative energy (zero: lowest compared OMol25 entry of this formula, charge and spin) = 1060.6 kJ/mol
lowest unoccupied orbital energy = -2.61 eV

These are the Löwdin partial charges, in e, on atoms 1 to 6: atom 1 (Na): 0.453, atom 2 (Na): 0.628, atom 3 (Na): 0.746, atom 4 (Na): 0.669, atom 5 (Cl): 0.787, atom 6 (O): -0.335


Molecular formula: CCl3NS
Method: DFT, ωB97M-V with the def2-TZVPD basis set

```
6
Properties=species:S:1:pos:R:3:forces:R:3
C -0.20444 0.33702 -0.16342 0.586 -1.751 0.276
N 2.14748 1.32773 -1.75674 0.500 0.062 0.645
S 1.78754 1.13088 -0.37511 -1.176 0.537 -1.899
Cl -1.35846 -0.75899 -1.01434 1.056 1.190 0.131
Cl -1.03273 1.22246 1.04378 0.034 -0.021 0.409
Cl 1.15249 -1.06623 0.59287 -0.999 -0.017 0.438
```
Forces are in eV/Å.

DFT total energy = -50925.52679 eV
HOMO-LUMO gap = 8.465 eV
net charge = 0
HOMO = -9.551 eV
relative energy (zero: lowest compared OMol25 entry of this formula, charge and spin) = 0.0 kJ/mol
lowest unoccupied orbital energy = -1.09 eV

Here is what Löwdin gives for the atomic charges, in e: atom 1 (C): -1.511, atom 2 (N): -0.416, atom 3 (S): 0.696, atom 4 (Cl): 0.473, atom 5 (Cl): 0.543, atom 6 (Cl): 0.214


Molecular formula: CCl4NOP
Method: DFT, ωB97M-V with the def2-TZVPD basis set

```
8
Properties=species:S:1:pos:R:3:forces:R:3
O 1.49931 0.33953 -1.70552 -0.352 0.226 0.258
P 1.21154 -0.01841 -0.32197 -2.437 -0.123 -0.711
Cl 2.37080 -1.49460 0.22502 0.296 -0.298 0.805
Cl 1.29417 1.53455 0.96933 0.702 -0.690 0.040
N -0.42387 -0.73983 -0.01961 5.205 -0.399 -0.656
C -1.43368 -0.12045 0.19224 -2.955 0.986 0.318
Cl -2.86719 -1.12426 0.53602 0.307 1.134 -0.110
Cl -1.65108 1.62349 0.12450 -0.767 -0.836 0.056
```
Forces are in eV/Å.

DFT total energy = -63954.81923 eV
HOMO-LUMO gap = 10.854 eV
net charge = 0
HOMO = -11.074 eV
relative energy (zero: lowest compared OMol25 entry of this formula, charge and spin) = 28.5 kJ/mol
lowest unoccupied orbital energy = -0.22 eV

These are the Löwdin partial charges, in e, on atoms 1 to 6: atom 1 (O): -0.383, atom 2 (P): -0.165, atom 3 (Cl): 0.423, atom 4 (Cl): 0.339, atom 5 (N): -0.169, atom 6 (C): -1.241


> The lowest DFT total energy belongs to which entry?

CBrClF3N


> Which of these has the highest DFT total energy?

CCl2FO2S


> The lowest net charge belongs to which entry?

CCl2FO2S